Entry 1:
{"formula": "C22H68F2N26O21S", "method": "ωB97M-V/def2-TZVPD", "symbols": ["C", "C", "O", "C", "C", "C", "O", "C", "O", "C", "C", "O", "O", "S", "O", "O", "O", "C", "F", "F", "H", "H", "H", "H", "H", "H", "H", "H", "H", "H", "H", "H", "H", "H", "H", "H", "C", "O", "N", "N", "H", "H", "H", "H", "C", "O", "N", "N", "H", "H", "H", "H", "C", "O", "N", "N", "H", "H", "H", "H", "C", "O", "N", "N", "H", "H", "H", "H", "C", "O", "N", "N", "H", "H", "H", "H", "C", "O", "N", "N", "H", "H", "H", "H", "C", "O", "N", "N", "H", "H", "H", "H", "C", "O", "N", "N", "H", "H", "H", "H", "C", "O", "N", "N", "H", "H", "H", "H", "C", "O", "N", "N", "H", "H", "H", "H", "C", "O", "N", "N", "H", "H", "H", "H", "C", "O", "N", "N", "H", "H", "H", "H", "C", "O", "N", "N", "H", "H", "H", "H"], "coordinates": [[1.99, -1.71, 0.18], [1.80, -1.07, -1.19], [2.10, -2.09, -2.16], [2.78, 0.07, -1.45], [2.42, 1.42, -0.85], [0.96, 1.86, -0.83], [0.33, 1.54, -2.04], [-1.07, 1.51, -1.95], [-1.46, 0.18, -1.75], [-2.87, 0.06, -1.67], [-3.47, 0.56, -0.35], [-4.29, -0.45, 0.23], [3.04, 2.43, -1.77], [4.34, 3.04, -1.13], [5.42, 2.09, -1.27], [4.55, 4.41, -1.51], [3.72, 3.03, 0.37], [3.06, 1.79, 0.52], [3.98, 0.90, 0.97], [2.16, 1.99, 1.53], [1.31, -1.27, 0.92], [1.70, -2.76, 0.12], [3.03, -1.70, 0.50], [0.76, -0.78, -1.34], [2.01, -1.71, -3.04], [2.84, 0.24, -2.52], [3.79, -0.20, -1.12], [0.97, 2.95, -0.71], [0.41, 1.45, 0.02], [-1.42, 2.15, -1.12], [-1.47, 1.93, -2.88], [-3.37, 0.51, -2.54], [-3.08, -1.01, -1.71], [-2.68, 0.83, 0.35], [-4.11, 1.42, -0.55], [-3.93, -0.69, 1.09], [2.85, 1.67, -5.00], [2.72, 0.47, -4.80], [4.05, 2.22, -5.37], [1.82, 2.55, -4.84], [4.18, 3.20, -5.52], [4.82, 1.60, -5.48], [0.93, 2.18, -4.55], [1.91, 3.54, -4.99], [1.86, 7.70, -2.51], [1.22, 8.24, -3.39], [3.00, 6.98, -2.76], [1.50, 7.76, -1.19], [3.54, 6.52, -2.05], [3.29, 6.92, -3.72], [0.67, 8.27, -0.97], [2.01, 7.32, -0.45], [-3.45, -3.13, 2.32], [-3.42, -2.00, 2.80], [-2.34, -3.77, 1.88], [-4.61, -3.82, 2.19], [-2.37, -4.69, 1.48], [-1.46, -3.29, 1.95], [-5.46, -3.37, 2.49], [-4.66, -4.74, 1.78], [-4.50, -5.11, -1.43], [-4.61, -5.70, -0.37], [-4.88, -3.80, -1.58], [-3.99, -5.71, -2.55], [-4.79, -3.30, -2.44], [-5.24, -3.33, -0.77], [-3.70, -6.67, -2.48], [-3.89, -5.23, -3.43], [3.98, -0.74, 4.70], [4.04, -1.20, 5.83], [3.62, 0.56, 4.46], [4.28, -1.46, 3.59], [3.56, 0.96, 3.54], [3.40, 1.13, 5.25], [4.55, -2.42, 3.72], [4.23, -1.09, 2.65], [-1.69, 2.51, 3.27], [-2.77, 2.58, 2.71], [-1.54, 2.01, 4.53], [-0.53, 2.94, 2.67], [-0.66, 1.95, 5.00], [-2.37, 1.68, 4.99], [-0.60, 3.31, 1.74], [0.37, 2.90, 3.11], [-1.16, 5.20, 6.67], [-0.50, 4.25, 7.06], [-1.72, 6.10, 7.53], [-1.39, 5.42, 5.34], [-2.27, 6.89, 7.22], [-1.57, 5.96, 8.51], [-0.99, 4.76, 4.70], [-1.92, 6.19, 4.98], [1.93, -5.50, 1.71], [1.61, -4.36, 1.41], [2.43, -5.83, 2.93], [1.80, -6.54, 0.84], [2.70, -6.77, 3.19], [2.54, -5.09, 3.60], [1.43, -6.33, -0.07], [2.05, -7.48, 1.06], [-1.62, 3.27, -5.78], [-1.69, 2.84, -4.63], [-2.07, 4.50, -6.12], [-1.06, 2.54, -6.79], [-2.00, 4.89, -7.04], [-2.47, 5.06, -5.40], [-0.72, 1.62, -6.56], [-0.98, 2.87, -7.73], [5.22, -8.69, 4.10], [4.07, -8.73, 3.67], [5.50, -8.97, 5.41], [6.29, -8.38, 3.32], [6.43, -8.95, 5.79], [4.74, -9.21, 6.01], [6.10, -8.17, 2.35], [7.23, -8.34, 3.65], [-1.96, 8.24, -6.99], [-2.16, 7.06, -6.78], [-0.70, 8.77, -7.01], [-2.97, 9.13, -7.20], [-0.51, 9.74, -7.17], [0.06, 8.14, -6.84], [-3.91, 8.77, -7.18], [-2.83, 10.11, -7.36], [0.66, -1.04, 8.48], [-0.02, -1.15, 9.48], [0.90, 0.16, 7.87], [1.26, -2.11, 7.87], [1.47, 0.26, 7.05], [0.49, 0.98, 8.28], [1.12, -3.01, 8.29], [1.84, -2.03, 7.05], [-6.58, -8.38, -4.05], [-5.63, -8.96, -3.54], [-7.68, -9.05, -4.52], [-6.61, -7.02, -4.19], [-8.47, -8.59, -4.93], [-7.68, -10.05, -4.43], [-5.81, -6.52, -3.84], [-7.37, -6.52, -4.60]], "de_lowest_kcal_mol": 0.0, "orbital_gap_ev": 9.231, "lumo_ev": 0.107, "max_force_ha_per_bohr": 0.043}


Entry 2:
{"formula": "C3H11NOS", "method": "ωB97M-V/def2-TZVPD", "symbols": ["C", "C", "C", "S", "N", "H", "H", "H", "H", "H", "H", "H", "H", "H", "H", "H", "O"], "coordinates": [[0.65, 1.44, 0.70], [0.62, -0.11, 0.66], [-0.61, -0.77, 1.28], [-1.41, -2.16, 0.45], [-0.17, 1.94, -0.43], [0.25, 1.68, 1.70], [1.65, 1.85, 0.52], [1.49, -0.53, 1.17], [0.72, -0.33, -0.41], [-0.42, -1.24, 2.26], [-1.30, 0.00, 1.63], [-1.20, -1.81, -0.85], [-0.59, 2.86, -0.32], [-1.01, 1.37, -0.52], [2.84, 1.06, -2.51], [1.65, 1.74, -1.86], [1.99, 1.46, -2.72]], "s2": 0.750, "de_lowest_kcal_mol": 17.2, "total_charge": -1, "orbital_gap_ev": [2.135, 9.321], "lumo_ev": [3.301, 3.553], "multiplicity": 2, "max_force_ha_per_bohr": 0.026}


Entry 3:
{"formula": "CH6O2", "method": "ωB97M-V/def2-TZVPD", "symbols": ["C", "H", "H", "H", "H", "H", "H", "O", "O"], "coordinates": [[0.24, -0.91, -1.17], [-0.24, -0.21, 0.43], [0.25, -1.89, -1.85], [-0.14, -0.18, -1.86], [1.38, -1.03, -0.87], [-0.98, 2.32, 1.97], [0.26, 1.26, 2.02], [-0.47, -1.11, 0.02], [-0.28, 1.75, 1.30]], "smiles": "CO.O", "de_lowest_kcal_mol": 32.7, "orbital_gap_ev": 10.477, "lumo_ev": 0.380, "max_force_ha_per_bohr": 0.116}


Entry 4:
{"formula": "C23H39CuO2Si", "method": "ωB97M-V/def2-TZVPD", "symbols": ["O", "C", "C", "H", "H", "C", "H", "H", "C", "H", "H", "H", "C", "H", "H", "H", "Cu", "C", "C", "C", "H", "C", "C", "H", "H", "H", "H", "C", "C", "C", "H", "C", "C", "H", "H", "H", "H", "O", "C", "C", "H", "H", "C", "H", "H", "C", "H", "H", "H", "H", "C", "Si", "C", "C", "C", "H", "H", "H", "H", "H", "H", "H", "H", "H", "H", "H"], "coordinates": [[3.33, -0.86, 1.54], [2.05, -1.57, 1.85], [2.53, -2.01, 3.21], [1.78, -2.40, 1.17], [1.27, -0.80, 1.81], [3.71, -1.01, 2.94], [2.86, -3.05, 3.26], [1.84, -1.77, 4.01], [5.10, -1.63, 3.01], [5.10, -2.51, 2.36], [5.37, -1.94, 4.02], [5.87, -0.95, 2.65], [3.48, 0.27, 3.72], [2.40, 0.42, 3.86], [3.84, 1.17, 3.20], [3.92, 0.23, 4.71], [-1.06, 0.31, -0.64], [-2.58, 0.75, 2.65], [-3.23, 0.53, 1.43], [-2.54, -0.53, 0.72], [-4.16, 1.01, 1.15], [-1.41, -0.91, 1.54], [-1.44, -0.12, 2.71], [-0.77, -0.15, 3.56], [-2.91, 1.45, 3.42], [-2.94, -1.08, -0.14], [-0.71, -1.72, 1.30], [-0.79, 3.03, 0.34], [-0.32, 2.64, 1.61], [0.52, 1.51, 1.45], [-0.54, 3.11, 2.56], [0.73, 1.27, 0.04], [-0.09, 2.25, -0.66], [-0.04, 2.47, -1.72], [-1.55, 3.81, 0.17], [0.94, 0.94, 2.27], [1.49, 0.61, -0.38], [1.14, -1.92, -1.44], [2.53, -2.36, -1.26], [2.98, -3.31, -2.38], [2.66, -2.91, -0.31], [3.13, -1.44, -1.23], [1.79, -3.38, -3.33], [3.22, -4.31, -2.00], [3.86, -2.85, -2.84], [0.77, -2.39, -2.76], [1.37, -4.39, -3.35], [2.08, -3.08, -4.34], [-0.23, -2.84, -2.71], [0.73, -1.49, -3.41], [-4.51, 1.65, -3.76], [-3.33, 1.99, -2.30], [-2.51, 3.65, -2.72], [-4.47, 2.34, -0.83], [-2.26, 0.41, -2.19], [-5.20, 2.49, -3.90], [-5.10, 0.75, -3.58], [-3.94, 1.52, -4.69], [-3.31, 4.34, -3.05], [-1.97, 4.15, -1.90], [-1.81, 3.54, -3.57], [-5.07, 1.44, -0.59], [-3.93, 2.66, 0.07], [-5.18, 3.14, -1.08], [-2.87, -0.51, -2.16], [-1.63, 0.31, -3.08]], "s2": 0.764, "de_lowest_kcal_mol": 0.0, "total_charge": -1, "orbital_gap_ev": [5.704, 5.430], "lumo_ev": [2.629, 2.621], "multiplicity": 2, "max_force_ha_per_bohr": 0.051}